{"formula": "C14H42FO7S7Tl", "method": "ωB97M-V/def2-TZVPD", "charge": 2, "max_force_ev_per_a": 2.27, "lumo_energy_ev": -9.70, "elements": ["Tl", "S", "S", "S", "S", "S", "S", "S", "F", "O", "O", "O", "O", "O", "O", "O", "C", "C", "C", "C", "C", "C", "C", "C", "C", "C", "C", "C", "C", "C", "H", "H", "H", "H", "H", "H", "H", "H", "H", "H", "H", "H", "H", "H", "H", "H", "H", "H", "H", "H", "H", "H", "H", "H", "H", "H", "H", "H", "H", "H", "H", "H", "H", "H", "H", "H", "H", "H", "H", "H", "H", "H"], "xyz": [[0.437, -0.030, -0.630], [3.808, -1.037, 1.768], [-3.142, 2.371, 0.108], [-2.642, -2.114, -2.613], [3.654, 0.580, -3.017], [-2.270, -1.517, 2.122], [1.332, 1.266, 2.856], [-0.645, 1.306, -4.443], [0.975, -2.822, -0.051], [-1.807, -0.732, 0.932], [2.755, 0.142, -1.877], [2.901, -0.162, 0.967], [-1.737, -0.882, -2.405], [0.499, 0.177, 2.186], [-1.860, 1.623, -0.052], [0.223, 1.040, -3.192], [-0.635, -0.290, -5.362], [0.208, 2.751, 3.095], [2.945, -2.545, 2.412], [-0.885, -2.725, 2.502], [1.364, 0.688, 4.599], [-2.106, -0.353, 3.496], [-2.471, 1.510, -4.037], [-4.230, -1.571, -1.783], [4.032, 2.360, -2.682], [-3.847, 1.778, 1.701], [4.604, -1.951, 0.456], [-2.803, 4.103, 0.712], [-1.902, -3.505, -1.540], [5.463, 0.040, -2.868], [0.601, 3.531, 3.748], [2.737, -3.212, 1.575], [3.989, -2.487, -0.267], [5.887, 0.150, -3.866], [-4.824, 2.239, 1.560], [5.289, -1.343, -0.135], [2.018, -2.147, 2.823], [0.337, 0.438, 4.866], [4.580, 2.782, -3.525], [-1.163, -3.384, 3.325], [-0.070, -2.104, 2.874], [-1.485, -0.733, 4.307], [3.156, 3.007, -2.628], [-5.131, -2.053, -2.163], [-0.155, 3.161, 2.153], [5.578, -0.959, -2.448], [5.959, 0.800, -2.265], [1.862, -0.277, 4.693], [3.570, -3.104, 3.109], [-2.719, 4.639, -0.234], [-3.002, 0.569, -3.892], [5.355, -2.549, 0.971], [-2.606, -4.328, -1.419], [-3.608, 4.455, 1.357], [-0.632, 2.398, 3.694], [-3.005, 2.063, -4.810], [-4.145, -1.744, -0.710], [-1.136, -0.309, -6.330], [-1.104, -3.803, -2.220], [0.377, -0.691, -5.295], [4.420, 2.622, -1.698], [-3.423, 2.181, 2.621], [-1.949, 3.937, 1.368], [-1.769, 0.626, 3.155], [1.696, 1.469, 5.284], [-1.554, -3.314, -0.525], [-3.050, -0.117, 3.988], [-1.147, -0.985, -4.698], [-4.206, 0.750, 1.746], [-2.732, 2.106, -3.163], [-0.836, -3.299, 1.576], [-4.180, -0.485, -1.862]]}

=====

{"formula": "C31H29N6O2V", "method": "ωB97M-V/def2-TZVPD", "charge": 0, "max_force_ev_per_a": 2.37, "lumo_energy_ev": [0.23, -0.08], "multiplicity": 3, "elements": ["V", "O", "O", "N", "N", "N", "N", "N", "N", "C", "C", "C", "C", "C", "C", "C", "C", "C", "C", "C", "C", "C", "C", "C", "C", "C", "C", "C", "C", "C", "C", "C", "C", "C", "C", "C", "C", "C", "C", "C", "H", "H", "H", "H", "H", "H", "H", "H", "H", "H", "H", "H", "H", "H", "H", "H", "H", "H", "H", "H", "H", "H", "H", "H", "H", "H", "H", "H", "H"], "xyz": [[0.434, 2.822, -0.347], [-3.990, -9.253, 0.456], [-0.568, 4.763, -0.956], [-1.004, 6.834, -0.215], [-1.349, 1.806, -0.674], [0.942, 0.907, 0.099], [-2.890, -2.953, -0.533], [-0.893, -3.677, 0.165], [2.026, 3.329, -0.357], [-0.511, 5.589, -0.044], [-3.648, 1.477, -1.137], [5.442, 4.378, -1.232], [0.244, -1.424, 0.164], [2.211, 0.428, 0.402], [5.330, 3.985, 1.122], [-3.504, -8.015, 0.213], [2.522, -0.885, 0.529], [-3.998, -5.657, 0.048], [-2.371, -0.449, -0.613], [3.196, 3.218, 2.219], [-1.744, -6.434, -0.166], [0.128, 5.220, 1.249], [-0.005, -0.028, -0.074], [1.501, -1.867, 0.476], [4.091, 4.034, -1.347], [-2.136, -4.018, -0.177], [-4.422, -6.955, 0.207], [-1.267, 0.426, -0.464], [-2.631, -5.384, -0.077], [-2.094, -1.823, -0.402], [-0.064, 3.726, 1.498], [-0.890, -2.314, 0.053], [-2.161, -7.747, -0.010], [6.057, 4.351, -0.005], [3.372, 4.196, -2.642], [-3.163, -10.374, 0.239], [-2.562, 2.291, -1.001], [-3.596, 0.097, -0.996], [4.004, 3.611, 1.020], [3.351, 3.643, -0.227], [-4.753, -4.856, 0.108], [2.334, 2.604, 1.985], [-4.485, -0.519, -1.045], [1.641, -2.917, 0.684], [-2.714, -10.363, -0.757], [2.839, 4.100, 2.767], [3.558, -1.132, 0.733], [0.490, 3.388, 2.388], [2.734, 5.087, -2.681], [3.014, 1.133, 0.488], [-1.062, 7.454, 0.571], [5.719, 4.029, 2.162], [-2.624, 3.358, -1.184], [-1.449, -8.538, -0.047], [1.205, 5.411, 1.118], [-4.610, 1.909, -1.399], [7.086, 4.672, 0.099], [6.013, 4.569, -2.119], [-0.710, -6.289, -0.394], [2.730, 3.365, -2.905], [-1.122, 3.470, 1.658], [-0.161, 5.899, 2.043], [4.119, 4.353, -3.401], [-3.820, -11.227, 0.367], [3.843, 2.635, 2.897], [-5.482, -7.186, 0.285], [-2.357, -10.400, 0.958], [-3.840, -2.893, -0.787], [-1.526, 7.008, -1.052]]}

=====

{"formula": "C4H16InO6", "method": "ωB97M-V/def2-TZVPD", "charge": 3, "max_force_ev_per_a": 2.43, "lumo_energy_ev": -17.06, "elements": ["In", "O", "O", "O", "O", "O", "O", "C", "C", "C", "C", "H", "H", "H", "H", "H", "H", "H", "H", "H", "H", "H", "H", "H", "H", "H", "H"], "xyz": [[-4.298, -13.089, 7.888], [-2.156, -13.945, 6.067], [-5.574, -13.878, 5.483], [-6.402, -12.242, 7.459], [-4.727, -10.452, 8.639], [-3.929, -15.862, 7.665], [0.816, -13.456, 6.207], [-1.424, -12.972, 5.358], [-7.114, -12.305, 6.231], [0.085, -13.453, 5.032], [-6.937, -13.734, 5.596], [0.544, -12.715, 4.375], [-8.182, -12.134, 6.400], [-7.397, -13.754, 4.608], [-6.765, -11.559, 5.516], [-7.008, -12.562, 8.156], [-5.509, -9.879, 8.671], [-7.481, -14.402, 6.276], [-1.357, -12.076, 5.969], [0.422, -14.075, 6.848], [-3.968, -9.850, 8.681], [-5.328, -14.186, 4.598], [0.064, -14.469, 4.611], [-4.155, -16.511, 8.352], [-3.525, -16.386, 6.962], [-1.897, -12.762, 4.387], [-2.077, -14.814, 5.639]]}

=====

{"formula": "C32H55ClP2PdSi2", "method": "ωB97M-V/def2-TZVPD", "charge": 0, "max_force_ev_per_a": 4.20, "lumo_energy_ev": [0.57, -1.56], "multiplicity": 5, "elements": ["Pd", "Cl", "P", "P", "Si", "Si", "C", "C", "C", "C", "C", "C", "C", "C", "C", "C", "C", "C", "C", "C", "C", "C", "C", "C", "C", "C", "C", "C", "C", "C", "C", "C", "C", "C", "C", "C", "C", "C", "H", "H", "H", "H", "H", "H", "H", "H", "H", "H", "H", "H", "H", "H", "H", "H", "H", "H", "H", "H", "H", "H", "H", "H", "H", "H", "H", "H", "H", "H", "H", "H", "H", "H", "H", "H", "H", "H", "H", "H", "H", "H", "H", "H", "H", "H", "H", "H", "H", "H", "H", "H", "H", "H", "H"], "xyz": [[0.066, 0.131, 0.103], [-0.587, 3.534, 2.903], [1.120, 1.931, -1.057], [-1.634, -1.006, 1.497], [-1.350, -3.588, -0.311], [1.901, -0.117, -3.339], [-3.560, 1.346, -2.361], [-3.018, -0.045, 2.289], [-2.432, 0.817, -1.730], [2.937, 2.118, -0.684], [0.499, 4.423, -2.242], [-4.857, 0.893, -1.979], [-2.462, -2.213, 0.392], [3.638, 3.182, -1.526], [-4.367, -0.770, 2.262], [-1.000, -4.989, 0.879], [0.588, -2.233, -1.922], [1.544, -1.199, -1.869], [0.561, 2.207, 3.180], [3.751, 0.081, -3.538], [3.149, 2.375, 0.810], [-0.973, 3.660, -0.352], [-2.107, -4.285, -1.870], [-3.148, 1.345, 1.653], [0.452, 3.655, -0.918], [-0.956, -2.023, 2.915], [0.209, -2.620, -0.620], [-2.005, -2.814, 3.697], [1.163, -0.775, -4.922], [-3.414, 2.406, -3.304], [-1.472, 0.485, -0.970], [-4.555, 3.052, -3.783], [0.994, 1.478, -2.826], [1.925, -1.040, -0.472], [-5.814, 2.618, -3.360], [1.087, -1.925, 0.306], [-5.983, 1.552, -2.474], [-0.139, -1.140, 3.859], [4.712, 3.157, -1.290], [-1.487, -3.430, 4.447], [-2.429, 2.762, -3.648], [-2.766, -1.568, -0.452], [2.786, 1.534, 1.411], [1.130, 4.151, -0.201], [3.938, 0.885, -4.264], [-6.991, 1.262, -2.169], [-1.437, 4.640, -0.521], [-0.367, -4.732, 1.737], [0.713, -0.689, 3.336], [0.165, -2.642, -2.839], [1.019, 1.931, 2.244], [1.257, 2.321, -3.482], [-5.011, 0.057, -1.276], [4.302, 0.303, -2.615], [1.166, 2.380, 4.102], [3.280, 4.189, -1.277], [1.394, -1.841, -5.061], [0.250, -1.744, 4.690], [0.072, -0.653, -4.959], [-0.970, 3.461, 0.727], [1.249, -2.187, 1.347], [3.360, 1.137, -0.943], [-0.496, -5.799, 0.330], [-4.109, 1.796, 1.934], [2.817, -0.542, -0.109], [-1.958, -5.378, 1.251], [-4.361, -1.740, 2.775], [-2.582, -3.495, 3.060], [-2.681, -2.149, 4.251], [0.047, 1.254, 3.268], [-6.695, 3.132, -3.732], [-2.585, -3.514, -2.490], [-2.707, 0.068, 3.343], [-0.091, 1.296, -2.933], [-3.125, 1.300, 0.557], [-1.619, 2.910, -0.823], [4.222, 2.502, 1.010], [-2.867, -5.014, -1.553], [-0.283, -2.739, 2.424], [-4.489, 3.900, -4.471], [-3.380, -2.626, 0.833], [1.619, -0.202, -5.743], [-1.355, -4.800, -2.485], [1.508, 4.511, -2.665], [-4.712, -0.913, 1.231], [0.118, 5.438, -2.068], [-5.111, -0.136, 2.763], [-2.338, 2.012, 1.973], [3.535, 2.999, -2.603], [-0.160, 3.955, -2.984], [2.648, 3.295, 1.146], [-0.754, -0.346, 4.308], [4.163, -0.852, -3.951]]}

=====

{"formula": "C16H42F3NaO14", "method": "ωB97M-V/def2-TZVPD", "charge": 0, "max_force_ev_per_a": 4.24, "lumo_energy_ev": -0.04, "elements": ["Na", "F", "F", "F", "O", "O", "O", "O", "O", "O", "O", "O", "O", "O", "O", "O", "O", "O", "C", "C", "C", "C", "C", "C", "C", "C", "C", "C", "C", "C", "C", "C", "C", "C", "H", "H", "H", "H", "H", "H", "H", "H", "H", "H", "H", "H", "H", "H", "H", "H", "H", "H", "H", "H", "H", "H", "H", "H", "H", "H", "H", "H", "H", "H", "H", "H", "H", "H", "H", "H", "H", "H", "H", "H", "H", "H"], "xyz": [[0.447, -0.711, 0.694], [3.905, -2.735, -2.364], [4.104, -1.042, -1.156], [3.916, -0.883, -3.438], [-2.295, -4.469, -3.016], [-2.530, 5.733, 1.934], [0.823, -1.917, 3.207], [2.495, 2.606, -0.908], [1.614, 5.373, -1.358], [-3.089, 0.095, 2.670], [-2.077, -0.783, 0.085], [-0.034, 4.066, 1.103], [-4.852, -6.043, -2.075], [-0.824, 1.164, -1.544], [2.664, -0.340, 1.570], [1.574, -0.094, -1.798], [-0.184, 1.344, 1.704], [1.514, -2.300, -1.058], [-2.751, -0.198, -1.036], [-1.304, 1.697, 2.384], [-2.628, -5.026, -1.756], [-1.169, 6.167, 1.768], [2.887, 4.919, -1.698], [0.013, 5.228, 1.881], [-4.170, -4.939, -1.530], [-1.833, 0.492, 3.159], [2.869, 3.411, -1.983], [2.038, -1.374, -2.087], [3.117, -1.017, 2.699], [0.959, -3.510, -1.540], [1.932, -1.212, 3.730], [3.524, -1.489, -2.295], [-1.658, 0.118, -2.107], [0.853, -4.718, -0.509], [-2.049, 2.094, 1.693], [-3.761, 0.767, 2.804], [0.441, -5.630, -0.940], [1.646, -1.583, -3.083], [-2.577, 4.855, 1.548], [-1.217, 2.592, 3.000], [-4.412, -6.851, -1.801], [-2.239, -6.041, -1.669], [3.783, 3.011, -2.423], [-4.597, -3.956, -1.726], [0.818, 5.946, 1.721], [0.074, 0.853, -1.677], [3.567, 5.354, -0.965], [3.404, 0.206, 1.295], [-0.863, 7.004, 2.395], [0.213, 2.184, 1.465], [1.861, -4.861, -0.120], [1.082, -2.832, 3.074], [3.375, -2.013, 2.339], [3.147, 5.404, -2.639], [-4.289, -4.940, -0.446], [2.225, 1.845, -1.428], [3.971, -0.575, 3.213], [0.989, 4.645, -1.329], [-1.968, 0.591, 4.236], [0.205, 4.947, 2.916], [-1.154, 6.406, 0.705], [2.217, -1.813, 4.593], [-2.439, -0.380, 0.878], [-1.184, -0.380, 3.240], [1.509, -0.243, 3.996], [-1.862, -5.162, -3.520], [-3.627, -0.775, -1.332], [-2.227, 0.509, -2.950], [0.167, -4.478, 0.303], [2.216, 3.300, -2.848], [-1.294, -0.877, -2.363], [-0.815, 3.955, 0.556], [-3.145, 0.782, -0.769], [1.264, -3.862, -2.525], [-2.251, -4.402, -0.946], [-0.055, -3.210, -1.803]]}

=====

{"formula": "C3H4NO2", "method": "ωB97M-V/def2-TZVPD", "charge": 1, "max_force_ev_per_a": 3.19, "lumo_energy_ev": -5.19, "smiles": "[NH3+]C(=O)C=C=O", "elements": ["O", "O", "N", "C", "C", "C", "H", "H", "H", "H"], "xyz": [[-1.471, 0.345, 2.221], [1.899, -0.715, -0.961], [-0.482, 0.243, -1.144], [0.549, -0.393, 1.024], [-0.592, -0.001, 1.563], [0.935, -0.518, -0.332], [1.356, -0.390, 1.640], [-0.760, -0.004, -2.092], [-1.298, 0.255, -0.549], [-0.138, 1.179, -1.370]]}